Molecular formula: C35H44B2CsF4N10O9PS4
Method: DFT, ωB97M-V with the def2-TZVPD basis set

Computed properties:
E_tot: -4988.559448 Eh
Multiplicity: 1
Relative energy (zero: lowest compared OMol25 entry of this formula, charge and spin): 35.7 kcal per mole
Orbital gap (alpha / beta): 3.1 / 3.1 eV
HOMO (alpha / beta): -2.87 / -2.87 eV
LUMO (alpha / beta): 0.23 / 0.23 eV
Net charge: -2

Atoms and positions in Å:
Cs (0.12, 0.00, 0.23)
C (-3.53, -3.56, -1.89)
C (-2.29, -2.74, -2.11)
N (-1.19, -2.91, -1.48)
O (-1.06, -3.84, -0.52)
B (0.32, -3.83, 0.07)
F (1.10, -4.85, -0.49)
F (0.19, -4.12, 1.43)
O (0.85, -2.49, -0.20)
N (2.19, -2.22, -0.26)
C (2.64, -1.79, -1.37)
C (4.05, -1.28, -1.43)
C (1.89, -1.77, -2.65)
N (1.72, -0.67, -3.26)
O (1.14, -0.78, -4.52)
B (0.12, 0.18, -4.88)
F (-0.16, -0.04, -6.23)
F (0.53, 1.51, -4.74)
O (-1.18, 0.01, -4.13)
N (-1.21, -1.02, -3.26)
C (-2.30, -1.67, -3.10)
C (-3.56, -1.39, -3.88)
C (1.42, -3.09, -3.20)
H (-3.35, -4.24, -1.06)
H (-3.77, -4.14, -2.78)
H (-4.38, -2.92, -1.65)
H (4.57, -1.54, -0.52)
H (4.02, -0.20, -1.55)
H (4.57, -1.71, -2.29)
H (-3.30, -0.70, -4.68)
H (-4.32, -0.93, -3.25)
H (-3.96, -2.31, -4.31)
H (1.69, -3.92, -2.56)
H (1.82, -3.22, -4.20)
H (0.33, -3.02, -3.27)
C (1.01, -3.84, 5.27)
O (2.03, -3.18, 6.02)
C (2.41, -1.94, 5.56)
C (3.74, -1.62, 5.64)
C (4.22, -0.37, 5.23)
C (3.35, 0.53, 4.67)
C (1.99, 0.26, 4.59)
C (1.06, 1.13, 3.94)
N (1.36, 2.19, 3.30)
N (2.43, 2.60, 2.74)
C (2.92, 2.06, 1.61)
O (2.28, 1.33, 0.86)
C (4.29, 2.56, 1.25)
C (4.63, 2.64, -0.10)
C (5.89, 3.07, -0.47)
C (6.83, 3.41, 0.49)
C (6.49, 3.33, 1.83)
C (5.23, 2.92, 2.21)
C (1.42, -0.94, 5.18)
O (0.20, -1.10, 5.35)
H (0.72, -4.70, 5.87)
H (1.40, -4.16, 4.30)
H (0.16, -3.18, 5.11)
H (4.42, -2.37, 6.03)
H (5.28, -0.16, 5.30)
H (3.71, 1.48, 4.29)
H (0.01, 0.94, 4.14)
H (3.90, 2.35, -0.84)
H (6.14, 3.16, -1.52)
H (7.82, 3.73, 0.20)
H (7.22, 3.60, 2.59)
H (4.98, 2.86, 3.26)
N (1.98, 2.05, -2.47)
C (0.96, 2.89, -2.23)
N (-0.08, 2.70, -1.52)
C (-0.88, 3.80, -1.43)
C (-0.41, 4.90, -2.10)
S (1.08, 4.55, -2.88)
C (-2.15, 3.80, -0.73)
C (-3.03, 4.84, -0.77)
S (-4.45, 4.48, 0.14)
C (-3.72, 2.90, 0.52)
N (-2.56, 2.72, 0.00)
N (-4.43, 2.00, 1.23)
H (1.73, 1.05, -2.52)
H (2.51, 2.29, -3.29)
H (-0.84, 5.88, -2.16)
H (-2.95, 5.78, -1.28)
H (-5.22, 2.36, 1.74)
H (-3.89, 1.28, 1.73)
C (-2.90, -3.81, 3.95)
C (-3.79, -3.08, 4.94)
C (-2.97, -2.28, 5.94)
O (-4.76, -2.28, 4.25)
P (-4.68, -0.69, 3.94)
S (-5.19, 0.40, 5.51)
S (-2.97, -0.18, 3.02)
O (-5.95, -0.55, 2.96)
C (-6.41, -1.39, 1.91)
C (-5.28, -1.98, 1.09)
C (-7.33, -2.47, 2.48)
H (-2.19, -4.44, 4.48)
H (-2.34, -3.11, 3.34)
H (-3.50, -4.45, 3.29)
H (-4.42, -3.81, 5.48)
H (-2.30, -1.59, 5.43)
H (-2.36, -2.97, 6.54)
H (-3.62, -1.72, 6.61)
H (-7.01, -0.71, 1.28)
H (-4.64, -2.58, 1.73)
H (-4.67, -1.19, 0.65)
H (-5.68, -2.61, 0.30)
H (-6.75, -3.18, 3.05)
H (-7.84, -2.99, 1.67)
H (-8.06, -2.02, 3.13)

These are the Mulliken partial charges, in e, on atoms 1 to 8:
1. Cs 1.4240
2. C -1.6365
3. C 0.4646
4. N 0.0665
5. O -0.4590
6. B 0.4280
7. F -0.3340
8. F -0.3212